No. 1
C83H183N10O9 | the ωB97M-V functional and the def2-TZVPD basis

Structure (XYZ):
```
285
Properties=species:S:1:pos:R:3
C 7.94 -1.50 -0.55
C 7.25 -2.06 0.67
C 7.41 -1.08 1.96
N 6.64 -1.48 3.28
C 7.14 -2.86 3.82
C 6.83 -0.28 4.27
C 5.68 0.69 4.02
C 4.65 0.01 3.11
C 5.14 -1.43 3.00
H 8.87 -1.12 -0.13
H 7.48 -0.60 -0.97
H 8.21 -2.27 -1.27
H 7.59 -3.08 0.86
H 6.22 -2.22 0.33
H 6.94 -0.11 1.77
H 8.44 -0.91 2.26
H 8.09 -2.51 4.23
H 7.02 -3.53 2.97
H 6.58 -3.28 4.66
H 6.60 -0.79 5.21
H 7.81 0.17 4.14
H 5.27 1.07 4.96
H 6.09 1.60 3.56
H 3.65 0.13 3.52
H 4.82 0.45 2.13
H 4.51 -1.97 3.72
H 4.95 -1.96 2.07
C -1.49 -3.23 3.79
C -0.55 -3.75 4.84
C 0.05 -2.56 5.76
N 1.19 -2.98 6.66
C 0.89 -4.08 7.68
C 1.75 -1.83 7.61
C 3.23 -1.71 7.27
C 3.62 -3.08 6.72
C 2.40 -3.50 5.90
H -1.21 -2.27 3.35
H -2.46 -3.08 4.26
H -1.75 -3.88 2.96
H 0.35 -4.17 4.38
H -0.95 -4.56 5.46
H -0.68 -2.00 6.34
H 0.45 -1.75 5.15
H 0.67 -4.95 7.07
H 0.06 -3.87 8.37
H 1.82 -4.21 8.22
H 1.52 -2.09 8.64
H 1.11 -0.95 7.64
H 3.82 -1.47 8.16
H 3.45 -0.89 6.59
H 3.93 -3.74 7.53
H 4.63 -2.95 6.32
H 2.26 -4.56 5.72
H 2.36 -2.89 4.99
C 3.63 4.68 4.15
C 3.66 5.39 5.45
C 3.08 6.77 5.35
N 2.64 7.38 6.71
C 3.77 7.32 7.73
C 1.30 6.70 7.33
C 0.07 7.49 6.74
C 0.70 8.90 6.94
C 2.16 8.88 6.52
H 4.64 4.27 4.09
H 3.55 5.27 3.23
H 2.96 3.82 4.12
H 4.69 5.40 5.79
H 3.03 4.69 6.01
H 2.25 6.68 4.65
H 3.78 7.44 4.85
H 3.97 6.27 7.97
H 3.47 7.87 8.62
H 4.59 7.86 7.27
H 1.36 6.74 8.41
H 1.35 5.73 6.84
H -0.85 7.56 7.32
H -0.22 7.30 5.71
H 0.48 9.24 7.95
H 0.08 9.60 6.37
H 2.80 9.54 7.11
H 2.20 9.22 5.48
C -7.79 -1.37 -7.95
C -7.97 -0.43 -6.73
C -7.01 -0.79 -5.60
N -7.07 0.06 -4.33
C -6.79 1.56 -4.73
C -8.30 -0.07 -3.36
C -7.85 0.16 -1.88
C -6.44 -0.29 -1.87
C -5.99 -0.35 -3.36
H -6.70 -1.43 -7.93
H -8.20 -0.91 -8.85
H -8.04 -2.41 -7.80
H -9.01 -0.34 -6.42
H -7.63 0.53 -7.10
H -5.95 -0.85 -5.87
H -7.30 -1.80 -5.29
H -7.70 1.90 -5.23
H -5.86 1.52 -5.29
H -6.57 2.15 -3.84
H -9.22 0.30 -3.83
H -8.51 -1.13 -3.50
H -8.10 1.21 -1.71
H -8.51 -0.30 -1.15
H -5.78 0.35 -1.28
H -6.33 -1.23 -1.33
H -5.00 -0.01 -3.67
H -6.02 -1.42 -3.55
C 1.69 4.88 -0.60
C 2.72 6.00 -1.03
C 3.63 6.46 0.19
N 4.50 7.73 -0.03
C 3.50 8.99 -0.20
C 5.45 7.56 -1.16
C 6.78 7.18 -0.55
C 6.73 7.43 1.00
C 5.46 8.18 1.13
H 1.42 4.29 -1.47
H 0.74 5.07 -0.08
H 2.13 4.24 0.16
H 2.00 6.80 -1.23
H 3.29 5.74 -1.92
H 4.21 5.64 0.61
H 3.00 6.82 1.01
H 2.85 9.20 0.65
H 3.00 8.71 -1.13
H 4.06 9.87 -0.49
H 5.62 8.51 -1.67
H 5.04 6.78 -1.79
H 7.67 7.70 -0.88
H 6.87 6.12 -0.81
H 7.66 7.93 1.29
H 6.73 6.54 1.63
H 5.66 9.25 1.07
H 4.98 7.87 2.06
C -5.57 -7.21 2.50
C -4.61 -7.08 1.28
C -5.33 -7.46 -0.04
N -4.61 -7.30 -1.44
C -3.77 -8.58 -1.73
C -5.62 -7.00 -2.59
C -5.76 -5.50 -2.59
C -4.61 -4.90 -1.83
C -3.75 -6.05 -1.62
H -6.22 -6.33 2.56
H -4.88 -7.27 3.34
H -6.12 -8.15 2.55
H -3.87 -7.88 1.33
H -4.15 -6.08 1.26
H -6.09 -6.68 -0.12
H -5.85 -8.41 0.07
H -3.09 -8.50 -2.57
H -4.54 -9.29 -2.03
H -3.16 -8.84 -0.86
H -4.99 -7.37 -3.40
H -6.49 -7.65 -2.62
H -5.78 -5.19 -3.64
H -6.68 -5.10 -2.18
H -4.22 -3.98 -2.27
H -5.05 -4.66 -0.86
H -3.14 -6.17 -2.51
H -3.18 -5.91 -0.70
C -4.68 0.47 2.04
C -4.46 1.67 2.87
C -3.09 2.34 2.60
N -2.97 3.80 3.18
C -3.89 4.77 2.55
C -1.56 4.33 3.06
C -1.33 5.18 4.25
C -2.47 4.96 5.22
C -3.21 3.76 4.68
H -3.76 -0.08 1.83
H -5.00 0.73 1.03
H -5.44 -0.19 2.47
H -4.29 1.28 3.88
H -5.25 2.41 2.87
H -3.01 2.52 1.53
H -2.28 1.67 2.88
H -3.68 5.79 2.88
H -4.94 4.58 2.75
H -3.59 4.84 1.50
H -1.34 4.78 2.09
H -0.83 3.55 3.30
H -1.37 6.18 3.82
H -0.28 5.21 4.53
H -2.98 5.91 5.08
H -2.07 4.83 6.23
H -4.27 3.75 4.93
H -2.65 2.95 5.15
C 1.35 1.98 1.97
C 1.13 0.78 0.93
C -0.29 0.25 0.74
N -0.54 -0.60 -0.59
C 0.16 -1.90 -0.39
C -0.15 0.12 -1.87
C -1.14 -0.18 -2.98
C -2.16 -1.19 -2.35
C -2.10 -0.92 -0.85
H 1.11 2.97 1.59
H 2.38 2.05 2.29
H 0.77 1.61 2.82
H 1.80 -0.06 1.13
H 1.49 1.15 -0.03
H -0.95 1.11 0.62
H -0.44 -0.52 1.50
H 1.20 -1.58 -0.32
H -0.01 -2.58 -1.22
H -0.19 -2.45 0.49
H 0.88 0.04 -2.21
H -0.36 1.11 -1.46
H -0.74 -0.60 -3.90
H -1.74 0.67 -3.31
H -1.75 -2.16 -2.61
H -3.15 -1.23 -2.81
H -2.55 -1.66 -0.19
H -2.55 0.07 -0.70
C 7.32 1.74 -5.08
C 5.90 1.11 -4.87
C 6.03 -0.39 -4.35
N 4.68 -1.25 -4.32
C 4.13 -1.44 -5.72
C 4.92 -2.59 -3.61
C 4.57 -2.33 -2.13
C 3.23 -1.55 -2.32
C 3.58 -0.55 -3.47
H 8.11 1.54 -4.36
H 7.37 2.80 -5.34
H 7.77 1.28 -5.97
H 5.56 0.95 -5.89
H 5.27 1.82 -4.33
H 6.50 -0.48 -3.36
H 6.65 -0.91 -5.07
H 4.05 -0.44 -6.15
H 3.19 -1.98 -5.68
H 4.79 -2.04 -6.35
H 4.13 -3.27 -3.93
H 5.94 -2.71 -3.97
H 4.45 -3.27 -1.58
H 5.36 -1.70 -1.73
H 2.31 -2.14 -2.40
H 3.07 -0.99 -1.40
H 2.86 -0.24 -4.23
H 3.93 0.38 -3.02
C -7.02 -4.70 -8.88
C -5.45 -4.74 -8.79
C -5.10 -4.99 -7.32
N -3.53 -5.14 -7.18
C -3.07 -6.32 -8.18
C -3.18 -5.40 -5.73
C -3.16 -3.97 -5.08
C -2.89 -3.02 -6.20
C -2.83 -3.74 -7.50
H -7.31 -4.23 -9.82
H -7.50 -4.22 -8.03
H -7.33 -5.74 -8.91
H -5.15 -3.75 -9.14
H -5.21 -5.48 -9.55
H -5.41 -5.98 -6.98
H -5.42 -4.21 -6.63
H -2.02 -6.53 -7.97
H -3.11 -5.84 -9.16
H -3.79 -7.15 -8.13
H -2.16 -5.77 -5.65
H -3.82 -6.16 -5.28
H -2.35 -3.93 -4.35
H -4.14 -3.82 -4.62
H -1.99 -2.45 -6.01
H -3.76 -2.39 -6.35
H -1.79 -4.01 -7.72
H -3.19 -3.11 -8.31
O 3.09 -4.25 2.62
C 2.54 -3.20 2.04
O 1.86 -2.29 2.60
O 2.93 -3.01 0.87
H 3.64 -4.55 1.89
O -2.17 3.43 -2.64
C -2.53 3.26 -1.37
O -3.52 2.45 -1.30
O -1.93 3.79 -0.41
H -2.82 2.78 -2.93
O 0.52 -3.01 -5.41
C 0.63 -3.93 -4.55
O 1.58 -4.63 -4.84
O -0.04 -3.98 -3.50
H 1.35 -3.40 -5.71
```

## Properties
**Gap between HOMO and LUMO**: 6.9 eV
**E**: -122288.3913 eV
**Charge**: +7
**HOMO**: -0.6657 Ha
**ΔE to the lowest compared entry with this formula, charge and spin**: 0.0 kcal/mol

No. 2
C41H58N5O5S4Si2Sn | the ωB97M-V functional and the def2-TZVPD basis

Structure (XYZ):
```
116
Properties=species:S:1:pos:R:3
Sn -0.44 0.46 -0.38
C 2.29 -3.32 1.66
C 1.35 -2.97 2.82
C 1.97 -1.87 3.67
C 1.08 -4.20 3.68
O 0.12 -2.43 2.33
Si -0.95 -2.90 1.17
S -0.64 -2.11 -0.74
O -2.43 -2.36 1.64
C -3.14 -2.38 2.89
C -4.58 -2.02 2.53
C -3.08 -3.77 3.52
C -2.58 -1.33 3.85
O -0.88 -4.55 1.16
C -1.29 -5.58 0.25
C -0.25 -5.75 -0.85
C -2.66 -5.25 -0.34
C -1.37 -6.85 1.09
H 3.26 -3.65 2.04
H 2.43 -2.44 1.02
H 1.85 -4.11 1.05
H 2.87 -2.24 4.18
H 1.25 -1.55 4.43
H 2.24 -1.01 3.06
H 2.02 -4.61 4.07
H 0.57 -4.97 3.10
H 0.45 -3.93 4.53
H -5.02 -2.80 1.91
H -4.60 -1.08 1.98
H -5.18 -1.92 3.44
H -3.52 -4.51 2.85
H -3.63 -3.78 4.46
H -2.04 -4.06 3.72
H -2.72 -0.33 3.42
H -1.51 -1.49 4.00
H -3.10 -1.38 4.81
H -0.13 -4.82 -1.40
H -0.57 -6.54 -1.54
H 0.71 -6.03 -0.42
H -2.62 -4.29 -0.88
H -3.41 -5.17 0.45
H -2.97 -6.03 -1.04
H -0.39 -7.06 1.53
H -1.68 -7.70 0.47
H -2.09 -6.71 1.90
O 6.70 -0.80 1.32
C 6.18 -0.84 0.00
C 4.70 -0.63 0.05
C 3.88 -1.17 -0.93
C 2.53 -0.89 -0.89
N 1.98 -0.12 0.06
C 2.75 0.38 1.03
C 4.12 0.15 1.04
C 2.09 1.18 2.10
C 2.78 2.04 2.93
C 2.09 2.74 3.91
C 2.82 3.64 4.86
O 3.47 2.90 5.90
C 0.72 2.56 4.00
C 0.10 1.69 3.11
N 0.77 1.02 2.19
H 7.66 -0.84 1.27
H 6.40 -1.79 -0.49
H 6.62 -0.04 -0.61
H 4.28 -1.79 -1.72
H 1.85 -1.29 -1.63
H 4.75 0.54 1.83
H 3.85 2.19 2.82
H 2.14 4.38 5.28
H 3.62 4.17 4.35
H 2.81 2.36 6.34
H 0.13 3.10 4.74
H -0.98 1.55 3.13
C -2.71 0.57 -2.66
Si -1.11 0.49 -3.63
C -1.13 1.82 -4.94
C -1.11 -1.19 -4.49
N 0.17 0.77 -2.51
C 1.48 1.05 -2.89
C 2.26 1.95 -2.14
C 3.57 2.24 -2.47
C 4.17 1.66 -3.59
C 3.42 0.79 -4.36
C 2.10 0.49 -4.03
H -3.58 0.44 -3.32
H -2.82 1.53 -2.14
H -2.76 -0.23 -1.92
H -1.95 1.66 -5.65
H -0.19 1.86 -5.51
H -1.28 2.80 -4.47
H -2.08 -1.34 -4.99
H -0.99 -1.98 -3.74
H -0.32 -1.30 -5.24
H 1.79 2.46 -1.30
H 4.13 2.94 -1.86
H 5.20 1.90 -3.85
H 3.85 0.34 -5.25
H 1.54 -0.21 -4.64
S -6.18 5.11 -2.20
C -4.66 4.94 -1.53
S -4.30 3.85 -0.24
C -2.57 4.27 -0.27
N -2.32 5.15 -1.19
N -3.49 5.53 -1.87
C -3.27 6.48 -2.92
C -2.08 6.40 -3.64
C -1.82 7.32 -4.65
C -2.73 8.32 -4.94
C -3.91 8.40 -4.22
C -4.19 7.49 -3.21
S -1.47 3.52 0.79
H -1.37 5.63 -3.39
H -0.89 7.25 -5.20
H -2.53 9.04 -5.73
H -4.63 9.18 -4.43
H -5.11 7.55 -2.65
```

## Properties
**Gap between HOMO and LUMO**: 5.8 eV
**E**: -126084.8283 eV
**Charge**: -1
**HOMO**: -0.1529 Ha
**ΔE to the lowest compared entry with this formula, charge and spin**: 0.0 kcal/mol